{
  "formula": "C6H13ClN",
  "method": "ωB97M-V/def2-TZVPD",
  "species": ["C", "C", "C", "C", "C", "C", "N", "Cl", "H", "H", "H", "H", "H", "H", "H", "H", "H", "H", "H", "H", "H"],
  "coordinates": [[1.794146, 0.881717, -1.164100], [-2.942927, -0.989175, -0.564845], [-1.695069, -0.064730, -0.701929], [-1.037765, 0.097665, 0.604029], [0.248697, 0.996849, 0.660715], [3.020356, -0.603122, 1.112417], [1.272351, 0.551116, -0.041006], [4.396924, -0.153528, 0.295822], [2.753223, 0.342759, -1.500750], [1.326239, 1.624513, -1.873394], [-3.498962, -1.235658, -1.532795], [-2.547431, -1.923413, -0.224589], [-3.632655, -0.621155, 0.215374], [-0.918452, -0.598444, -1.387883], [-1.981738, 0.782908, -1.253435], [-1.641003, 0.493582, 1.395460], [-0.621558, -0.844724, 0.965245], [0.577655, 0.868377, 1.709420], [-0.123424, 2.081491, 0.350251], [2.628381, 0.058400, 1.933880], [2.623008, -1.745418, 1.002106]],
  "atomic_forces_ev_per_a": [[-0.456, -0.633, 0.206], [-0.057, 0.064, -0.853], [0.304, -2.880, -1.943], [2.104, 0.324, 0.915], [-4.951, 2.819, 2.105], [-2.457, -1.041, -0.408], [6.637, -1.940, -4.140], [-0.716, -0.390, 0.539], [-1.536, 0.972, 0.428], [0.466, -0.680, 0.889], [0.803, 0.773, 1.294], [-0.052, -0.829, 0.374], [0.174, -0.036, -0.546], [-1.334, 0.729, 0.875], [-0.154, 1.680, -0.213], [-0.704, 0.186, 0.320], [-0.605, -0.476, -0.049], [-0.525, 1.058, -0.100], [1.164, -1.833, 0.846], [0.802, -0.943, -0.807], [1.094, 3.076, 0.267]],
  "e_homo_ev": -14.40,
  "lumo_energy_ev": -6.176,
  "e_above_lowest_kj_mol": 319.9,
  "total_charge": 1
}

{
  "formula": "C23H14BrCrN8O10",
  "method": "ωB97M-V/def2-TZVPD",
  "species": ["Cr", "Br", "C", "C", "C", "C", "C", "N", "C", "O", "O", "H", "H", "H", "O", "C", "N", "C", "O", "C", "C", "C", "C", "C", "C", "H", "H", "H", "H", "N", "C", "N", "N", "C", "N", "H", "H", "H", "H", "O", "C", "O", "C", "C", "C", "C", "C", "C", "N", "O", "O", "N", "O", "O", "H", "H", "H"],
  "coordinates": [[-0.460178, -0.663947, -0.222477], [-0.060943, -0.047978, -3.414464], [-1.613285, 0.678006, -2.638550], [-2.550483, 1.427352, -3.325666], [-3.630933, 1.915014, -2.606141], [-3.763285, 1.642614, -1.250778], [-2.787718, 0.870912, -0.659787], [-1.743699, 0.422859, -1.353024], [-2.763061, 0.429511, 0.779149], [-3.590293, 0.753540, 1.583261], [-1.700844, -0.335261, 1.054613], [-2.433576, 1.627120, -4.379891], [-4.378802, 2.509995, -3.113475], [-4.596957, 1.998930, -0.663938], [0.979544, -3.123101, -1.638316], [-0.227412, -3.200862, -1.660742], [-1.095184, -2.220638, -1.181967], [-2.412238, -2.579711, -1.464027], [-3.397921, -1.924970, -1.211282], [-2.379540, -3.924822, -2.123276], [-3.405462, -4.730942, -2.573815], [-3.050150, -5.942598, -3.156823], [-1.713554, -6.319577, -3.281475], [-0.688749, -5.497107, -2.825250], [-1.056404, -4.301060, -2.242692], [-4.438596, -4.425720, -2.474300], [-3.820317, -6.609198, -3.522757], [-1.474301, -7.269272, -3.742196], [0.353102, -5.773374, -2.917390], [1.583435, -0.585342, 3.992303], [2.287131, -1.717499, 3.857323], [3.185373, -2.021434, 4.802885], [2.144374, -2.583244, 2.856525], [1.443772, -2.119594, 1.854521], [0.824946, -1.710253, 0.969130], [1.917338, 0.154260, 4.586602], [0.895611, -0.346731, 3.294920], [3.284571, -1.479743, 5.640973], [3.729243, -2.856554, 4.680539], [0.183802, 2.556313, -1.484688], [0.754955, 2.088012, -0.519978], [0.726249, 0.863667, -0.097590], [1.625599, 2.998556, 0.326221], [2.184417, 2.571943, 1.521030], [2.924142, 3.472004, 2.267764], [3.159392, 4.772298, 1.868263], [2.590574, 5.154062, 0.669112], [1.823775, 4.305091, -0.103433], [2.809248, 6.543715, 0.206871], [2.300978, 6.867679, -0.843550], [3.500559, 7.258060, 0.902186], [3.481192, 3.040083, 3.566146], [4.224590, 3.796461, 4.144982], [3.151010, 1.941908, 3.982527], [2.041043, 1.555932, 1.854868], [3.745900, 5.456598, 2.460125], [1.378020, 4.638037, -1.029102]],
  "atomic_forces_ev_per_a": [[0.395, 0.080, 0.322], [-0.083, 0.109, -0.307], [-0.109, 0.024, 0.166], [0.012, -0.013, -0.014], [-0.041, 0.028, -0.046], [0.020, -0.029, 0.034], [-0.014, 0.034, -0.129], [0.170, -0.075, 0.046], [0.107, -0.035, 0.034], [-0.050, 0.021, -0.004], [-0.308, 0.090, 0.111], [0.026, -0.008, 0.001], [0.002, 0.002, 0.002], [0.006, -0.013, 0.015], [-0.009, 0.010, -0.005], [-0.007, 0.012, 0.012], [0.026, -0.188, -0.131], [0.053, 0.041, -0.036], [-0.022, -0.012, 0.018], [-0.036, -0.016, 0.000], [0.008, 0.033, 0.010], [0.023, -0.033, -0.014], [-0.012, -0.004, -0.004], [-0.020, 0.037, 0.015], [0.050, -0.011, -0.004], [-0.001, -0.003, 0.002], [-0.009, 0.009, 0.000], [0.001, 0.000, 0.001], [-0.003, -0.014, -0.001], [-0.021, -0.026, 0.017], [0.091, -0.217, -0.042], [0.010, -0.011, -0.001], [-0.072, 0.414, -0.061], [-0.012, -0.241, 0.125], [-0.164, 0.156, 0.021], [-0.013, 0.050, -0.038], [0.016, 0.001, -0.003], [-0.016, -0.005, 0.004], [0.003, 0.004, 0.004], [0.010, -0.017, 0.014], [-0.006, 0.073, -0.006], [0.040, -0.241, -0.132], [-0.037, 0.025, -0.015], [-0.024, 0.021, -0.029], [0.067, -0.027, 0.137], [-0.072, -0.052, -0.059], [-0.003, 0.101, 0.010], [0.006, -0.044, 0.026], [0.127, -0.069, -0.077], [-0.049, 0.012, 0.024], [-0.044, 0.017, 0.036], [-0.001, 0.018, -0.044], [-0.008, -0.017, -0.006], [-0.006, -0.013, -0.004], [0.003, -0.002, 0.003], [0.002, 0.002, 0.003], [-0.001, 0.011, 0.000]],
  "e_homo_ev": [-9.01, -8.57],
  "lumo_energy_ev": [-1.211, -1.210],
  "e_above_lowest_kj_mol": 1.3,
  "s2": 0.758,
  "multiplicity": 2,
  "total_charge": 0
}

{
  "formula": "C23H27OPdSi",
  "method": "ωB97M-V/def2-TZVPD",
  "species": ["Pd", "C", "C", "C", "C", "C", "C", "C", "H", "H", "H", "H", "H", "H", "H", "H", "C", "C", "C", "C", "Si", "O", "C", "C", "C", "C", "C", "C", "C", "C", "C", "C", "C", "C", "H", "H", "H", "H", "H", "H", "H", "H", "H", "H", "H", "H", "H", "H", "H", "H", "H", "H", "H"],
  "coordinates": [[0.575763, 0.305167, -0.256288], [1.914985, -2.930389, 1.363597], [1.271674, -2.336240, 0.144040], [2.009465, -1.496859, -0.719908], [1.445345, -1.004947, -1.906437], [0.117711, -1.339250, -2.245403], [-0.624109, -2.111062, -1.372549], [-0.046585, -2.603960, -0.189376], [2.345658, -3.905427, 1.128615], [1.188894, -3.074459, 2.162362], [2.717811, -2.297329, 1.739178], [3.051342, -1.294459, -0.504995], [2.064182, -0.457318, -2.604670], [-0.307117, -0.984744, -3.174033], [-1.651935, -2.354435, -1.604687], [-0.643989, -3.221857, 0.469791], [-2.022974, 5.389500, 1.357638], [-2.172317, 3.946193, 0.987537], [-3.062745, 3.131402, 1.880246], [-2.279904, 3.663341, -0.484542], [-0.167054, 2.960850, 1.425964], [-0.533889, 1.487871, 0.995913], [0.996382, 3.851406, 0.297028], [1.479647, 3.162676, -0.819785], [2.417015, 3.721911, -1.672923], [2.876354, 5.008118, -1.430527], [2.399453, 5.721456, -0.339306], [1.471802, 5.148513, 0.516615], [-0.010511, 3.214535, 3.237062], [-0.106420, 2.058375, 4.022245], [0.065576, 2.120646, 5.397312], [0.326108, 3.337491, 6.008466], [0.417528, 4.495569, 5.246024], [0.249974, 4.434468, 3.873526], [-2.992624, 5.857644, 1.133352], [-1.273059, 5.907303, 0.760420], [-1.834756, 5.538504, 2.419642], [-4.084938, 3.488815, 1.690281], [-2.849369, 3.284656, 2.937136], [-3.022430, 2.069657, 1.646756], [-3.257004, 4.057972, -0.797319], [-2.256569, 2.597568, -0.700978], [-1.516794, 4.178601, -1.067146], [1.090568, 2.165703, -1.055846], [2.779829, 3.163640, -2.525801], [3.604101, 5.457350, -2.093314], [2.757310, 6.725161, -0.152504], [1.132981, 5.725348, 1.367445], [-0.318903, 1.108767, 3.546968], [-0.005336, 1.220200, 5.993045], [0.457676, 3.385615, 7.081460], [0.621401, 5.443336, 5.726303], [0.330502, 5.351996, 3.304486]],
  "atomic_forces_ev_per_a": [[-0.011, -0.184, 0.163], [-0.004, 0.008, 0.042], [0.078, 0.047, -0.034], [0.009, -0.048, 0.010], [-0.020, -0.113, -0.148], [0.057, -0.013, -0.046], [0.010, -0.023, 0.068], [-0.103, -0.010, -0.029], [-0.001, 0.001, -0.015], [-0.005, -0.009, -0.011], [-0.003, 0.006, -0.010], [-0.007, 0.025, 0.022], [-0.015, 0.041, 0.010], [-0.012, -0.012, -0.004], [0.000, -0.005, -0.001], [0.006, 0.001, -0.003], [-0.059, -0.015, -0.020], [0.021, -0.031, -0.045], [-0.001, 0.073, -0.054], [-0.055, 0.059, 0.074], [-0.059, -0.403, -0.148], [0.105, 0.302, 0.144], [0.048, 0.127, -0.072], [-0.058, 0.027, -0.016], [-0.034, 0.000, 0.023], [0.014, 0.020, -0.001], [0.005, 0.004, -0.017], [0.058, -0.033, 0.030], [-0.010, 0.083, 0.263], [-0.046, 0.030, -0.002], [-0.012, -0.001, -0.009], [-0.001, 0.013, -0.007], [-0.007, -0.028, 0.057], [0.033, -0.021, -0.065], [0.045, 0.071, 0.025], [0.008, -0.016, -0.007], [-0.006, -0.020, -0.001], [-0.023, -0.070, 0.057], [-0.006, 0.020, 0.001], [0.000, -0.005, -0.017], [0.023, -0.037, -0.079], [-0.015, -0.013, 0.006], [-0.002, 0.012, 0.003], [0.060, 0.175, -0.099], [-0.001, 0.003, -0.003], [-0.001, -0.004, 0.001], [-0.004, 0.000, 0.004], [-0.008, -0.024, 0.004], [0.012, -0.001, -0.009], [-0.004, -0.004, -0.012], [0.003, 0.007, -0.004], [-0.002, 0.007, -0.018], [0.000, -0.016, -0.006]],
  "e_homo_ev": [-11.55, -11.44],
  "lumo_energy_ev": [-2.160, -5.241],
  "e_above_lowest_kj_mol": 0.0,
  "s2": 2.007,
  "multiplicity": 3,
  "total_charge": 1
}